This record from the Open Molecules 2025 dataset describes a structure of composition C26H29IrN2P2. The level of theory is ωB97M-V/def2-TZVPD.

Positions of all 60 atoms, in Å:
Ir 0.456969 -0.402545 -0.834916
C -2.812192 3.793219 -3.270169
C -1.864653 4.399843 -2.456128
C -1.239413 3.673388 -1.452222
C -1.574532 2.330284 -1.271015
C -2.536629 1.717987 -2.089754
C -3.152947 2.454818 -3.087702
P -0.837379 1.378424 0.040443
C -1.877935 1.194424 1.448187
C -1.355718 0.613709 2.615191
C -2.154311 0.524269 3.736988
C -3.463654 1.001697 3.697894
C -3.984077 1.567514 2.539233
C -3.199442 1.659333 1.403528
C 0.834608 1.877573 0.492069
C 1.350271 2.866875 1.325055
C 2.730840 2.943619 1.439083
C 3.572444 2.049430 0.769244
C 3.069996 1.027174 -0.027433
C 1.689862 0.958029 -0.132614
H -3.298156 4.367122 -4.048058
H -1.615398 5.442656 -2.598392
H -0.502549 4.152285 -0.819229
H -2.841609 0.690032 -1.908395
H -3.912727 1.999540 -3.709060
H -0.330358 0.261127 2.649799
H -1.762960 0.094789 4.648940
H -4.081738 0.935196 4.583591
H -4.998624 1.941106 2.525403
H -3.600612 2.104627 0.502387
H 0.702419 3.556410 1.851309
H 3.172004 3.712477 2.059766
H 4.643793 2.149906 0.886547
H 3.731304 0.320889 -0.511403
C -0.511945 -3.555482 -1.177995
P 1.062189 -2.728527 -0.881900
C 2.233581 -3.226576 -2.149459
C 1.658276 -3.029089 0.752089
C 0.747587 -3.044811 1.825254
C 1.200943 -3.326581 3.098681
C 2.552771 -3.585528 3.312149
C 3.461057 -3.553654 2.256996
C 3.023833 -3.267234 0.978357
H -1.243981 -3.333170 -0.402879
H -0.313249 -4.631790 -1.154028
H -0.894175 -3.288373 -2.160775
H 2.424858 -4.298409 -2.045895
H 3.174829 -2.687047 -2.058807
H 1.791043 -3.042216 -3.127714
H -0.309212 -2.864606 1.664194
H 0.505174 -3.366189 3.925550
H 2.900988 -3.821196 4.309243
H 4.506275 -3.766179 2.435084
H 3.736191 -3.253136 0.163716
N -0.361290 -1.029569 -3.558569
N 0.222888 0.044500 -2.796850
H 0.026274 -1.015900 -4.500304
H -1.358363 -0.848441 -3.644310
H -0.337336 0.903202 -2.877648
H 1.143893 0.258774 -3.182345

Forces on atoms 1 to 2 (eV/Å):
0.01 -0.23 -0.35
0.00 0.01 0.00

The max |F| is 0.47 eV/Å. For the frontier orbital gap (alpha / beta), the calculation gives 0.2347 / 0.1931 Eh. Its spin multiplicity is 2. As for the net charge: +3. The energy above the lowest of the compared OMol25 structures with the same formula, charge and spin comes out at 14.6 kcal/mol. Its total energy is -51801.058 eV. The value obtained for the HOMO energy (alpha / beta) is -17.2 / -17.6 eV. Its expectation value of S² is 0.765.